Here is an isolated molecule of C3H4FNS2 at a distorted geometry from OMol25. Energies are from wB97M-V/def2-TZVPD.

Calculated total energy = -1067.60640 hartree
Relative energy (zero: lowest compared OMol25 entry of this formula, charge and spin) = 45.9 kcal/mol
HOMO energy = -8.70 eV
Frontier orbital gap = 8.9 eV
Charge = 0

Last column: natural (NBO) charge in e.
Positions of all 11 atoms, in Å:
C (-0.49596, -1.73716, -0.42849)  -0.141
C (0.56555, 0.41747, 0.79077)  -0.476
C (1.22288, 1.62943, 0.87731)  0.220
H (-0.99110, 0.27314, -1.55590)  0.098
H (-0.13009, -2.73313, -0.53864)  0.200
H (0.10891, -0.21068, 1.60853)  0.256
H (1.16584, 2.33017, 1.79834)  0.198
N (-1.75377, -1.52854, -0.67854)  -0.533
F (1.73623, 2.21237, -0.26382)  -0.335
S (-2.27750, -0.00611, -1.04720)  0.224
S (0.84902, -0.64696, -0.56236)  0.289

Atoms 1-3, force components in eV/Å:
-1.688 -0.177 -1.413
1.486 1.168 1.017
-2.209 -0.578 0.581



Here is a cluster of 7 separate species, C30H67N4O24P6S2 in total at a distorted geometry from OMol25. Energies are from wB97M-V/def2-TZVPD.

Calculated total energy = -6052.65035 hartree
Relative energy (zero: lowest compared OMol25 entry of this formula, charge and spin) = 0.0 kcal/mol
HOMO energy = -2.51 eV
Frontier orbital gap = 2.1 eV
Charge = -1

Last column: Mulliken charge in e.
Positions of all 133 atoms, in Å:
S (1.04214, -0.46439, 7.95491)  -0.228
C (1.66699, 0.30875, 6.70253)  0.100
S (2.01979, 2.01170, 6.75962)  -0.170
C (1.36594, 2.70541, 5.21262)  -0.508
C (-0.13046, 3.08500, 5.33663)  -1.028
C (-1.03565, 2.21020, 4.45604)  -0.245
N (-2.25827, 2.83558, 4.07277)  -0.772
C (-3.34459, 2.12534, 4.42339)  0.565
C (-4.24292, 1.76250, 3.38463)  -0.715
C (-5.35871, 1.05264, 3.72644)  -0.375
C (-5.53840, 0.74699, 5.06173)  -0.404
C (-4.62702, 1.10459, 6.00721)  -0.499
N (-3.52362, 1.78515, 5.72373)  -0.457
N (1.97648, -0.34450, 5.48131)  0.255
C (1.14490, -0.44257, 4.41342)  -0.332
C (1.80455, -1.09425, 3.43033)  -0.559
N (3.05133, -1.42059, 3.89218)  -0.628
C (3.12947, -0.97122, 5.10115)  -0.252
H (1.55485, 2.06362, 4.36259)  0.311
H (1.93828, 3.60967, 5.05338)  0.362
H (-0.26332, 4.13804, 5.14114)  0.472
H (-0.39883, 2.87736, 6.36489)  0.311
H (-0.45405, 1.97968, 3.54272)  0.415
H (-1.19595, 1.25664, 4.97074)  0.260
H (-4.08231, 2.04393, 2.36623)  0.520
H (-6.07280, 0.74557, 2.98305)  0.408
H (-6.41741, 0.20210, 5.36843)  0.345
H (-4.80739, 0.81282, 7.03110)  0.377
H (0.14195, -0.09529, 4.29991)  0.411
H (1.40567, -1.29139, 2.46008)  0.622
H (3.98000, -1.05126, 5.74356)  0.433
C (4.57164, -0.43463, 0.96760)  -0.632
O (3.67451, -1.18495, 0.11102)  -0.031
P (4.13086, -1.46864, -1.42446)  0.939
O (2.89110, -1.92164, -2.07982)  -0.581
O (5.14633, -2.67547, -1.03734)  -0.447
C (4.58784, -3.86654, -0.48303)  -0.614
O (5.10543, -0.89089, -2.56639)  -0.371
C (5.32570, -1.74277, -3.68582)  -0.641
H (4.16440, -0.45520, 1.97339)  0.096
H (5.56423, -0.89308, 0.97516)  0.369
H (4.64556, 0.59765, 0.63033)  0.342
H (3.54100, -3.97908, -0.75721)  0.167
H (4.67842, -3.84687, 0.60393)  0.334
H (5.15138, -4.71754, -0.86188)  0.327
H (4.39607, -1.91829, -4.22411)  0.234
H (5.76934, -2.68739, -3.37584)  0.275
H (6.02253, -1.22043, -4.33898)  0.243
C (-8.66343, 7.32599, 1.06810)  -0.696
O (-8.32758, 5.94496, 1.29812)  -0.324
P (-7.29926, 5.57582, 2.55280)  1.106
O (-6.90286, 4.18636, 2.27853)  -0.563
O (-8.50498, 5.73970, 3.64898)  -0.360
C (-9.61075, 4.84911, 3.57608)  -0.663
O (-6.21036, 6.10036, 3.61301)  -0.443
C (-6.05427, 5.19819, 4.73239)  -0.519
H (-9.42989, 7.35661, 0.29776)  0.232
H (-9.05767, 7.78862, 1.97747)  0.313
H (-7.79284, 7.88354, 0.72183)  0.294
H (-9.34240, 3.91936, 3.07384)  0.345
H (-10.44347, 5.32142, 3.04960)  0.225
H (-9.92271, 4.62791, 4.59583)  0.252
H (-5.68440, 4.23317, 4.39358)  0.287
H (-6.98574, 5.07923, 5.28148)  0.245
H (-5.31623, 5.63906, 5.39786)  0.261
C (4.26115, 4.91514, -1.82940)  -0.660
O (4.35399, 5.20226, -0.40913)  -0.285
P (5.25556, 4.26962, 0.58920)  1.094
O (4.75679, 4.63850, 1.92354)  -0.720
O (6.65517, 5.00482, 0.19838)  -0.382
C (6.80770, 6.37947, 0.53372)  -0.716
O (5.98230, 2.84227, 0.72672)  -0.165
C (6.93730, 2.71778, 1.77722)  -0.671
H (3.72266, 5.73595, -2.29244)  0.226
H (5.25256, 4.83762, -2.28451)  0.321
H (3.70328, 3.99314, -1.98758)  0.296
H (6.15457, 6.66351, 1.35870)  0.350
H (6.59151, 7.00402, -0.33468)  0.222
H (7.84516, 6.53452, 0.82652)  0.245
H (6.45492, 2.82259, 2.74683)  0.317
H (7.73614, 3.44887, 1.66641)  0.285
H (7.35782, 1.71723, 1.69494)  0.237
C (3.07493, -10.18813, -3.05920)  -0.682
O (3.66749, -9.77030, -1.81090)  -0.316
P (3.14320, -8.37038, -1.11738)  1.116
O (4.17454, -8.08359, -0.10650)  -0.704
O (1.78961, -9.04147, -0.51830)  -0.346
C (1.91275, -10.04177, 0.48941)  -0.686
O (2.41109, -7.00527, -1.50443)  -0.258
C (1.90114, -6.22601, -0.41678)  -0.599
H (3.45669, -11.17878, -3.28969)  0.234
H (1.98624, -10.23853, -2.97561)  0.320
H (3.35024, -9.50685, -3.86379)  0.289
H (2.85611, -9.95210, 1.02748)  0.355
H (1.83909, -11.03522, 0.04363)  0.223
H (1.08775, -9.90926, 1.18660)  0.247
H (2.70502, -5.88766, 0.23146)  0.293
H (1.16360, -6.78288, 0.15676)  0.308
H (1.41443, -5.35387, -0.84787)  0.224
C (0.00361, -0.77727, -3.01574)  -0.762
O (0.46738, 0.48798, -2.46900)  -0.050
P (-0.12394, 1.85989, -3.12862)  1.015
O (0.76657, 2.92363, -2.61721)  -0.632
O (-1.52835, 1.72983, -2.32305)  -0.409
C (-1.51471, 1.82591, -0.89171)  -0.656
O (-0.88401, 2.44928, -4.42968)  -0.427
C (-1.52257, 3.71104, -4.25839)  -0.618
H (0.39543, -1.57341, -2.39608)  0.223
H (-1.08910, -0.82246, -3.00917)  0.405
H (0.36879, -0.90294, -4.03327)  0.305
H (-0.64353, 2.37414, -0.53660)  0.355
H (-1.52386, 0.82986, -0.45000)  0.203
H (-2.41709, 2.35125, -0.58759)  0.265
H (-0.79133, 4.48417, -4.03115)  0.247
H (-2.27829, 3.66275, -3.47720)  0.288
H (-2.00526, 3.94447, -5.20623)  0.233
C (-2.40665, -0.94271, -8.58697)  -0.745
O (-1.74933, -1.79398, -7.62399)  -0.289
P (-2.68010, -2.79548, -6.64799)  1.139
O (-1.59898, -3.08006, -5.66530)  -0.591
O (-2.83696, -3.88231, -7.85972)  -0.350
C (-1.65796, -4.40314, -8.46743)  -0.660
O (-3.95445, -3.47390, -5.87699)  -0.466
C (-3.78327, -4.81480, -5.42749)  -0.518
H (-1.63599, -0.47368, -9.19280)  0.247
H (-3.06397, -1.52493, -9.23937)  0.347
H (-2.98213, -0.16551, -8.08539)  0.306
H (-0.80062, -4.33538, -7.79754)  0.343
H (-1.44049, -3.86833, -9.39298)  0.239
H (-1.84863, -5.44867, -8.70494)  0.262
H (-2.99550, -4.86952, -4.67997)  0.250
H (-3.56746, -5.48450, -6.25870)  0.229
H (-4.72788, -5.10790, -4.97326)  0.261

Atoms 1-3, force components in eV/Å:
-0.021 -0.540 0.576
0.009 0.675 -0.267
0.176 0.081 0.115



Q: The lowest HOMO energy belongs to which entry?
A: C3H4FNS2